(1)
4 unconnected molecules or ions with the total composition C33H57BrN3O11P in a non-equilibrium geometry. Source: OMol25; level of theory: ωB97M-V with the def2-TZVPD basis set.

The structure (SMILES) is [H]/N=C/C[C@]1(CCOC=O)C(=O)N[C@@](C#C)(P(O)Br)[C@@H]1CCCNCc1ccccc1O.COCCOC.COCCOC.COCCOC. The LUMO energy is -0.183 eV. The HOMO energy is -8.550 eV.

Last column: Mulliken charge in e.
Element x y z (Å)
C: -1.445 -3.710 -1.430  -0.7398
C: -1.309 -2.865 -0.416  -0.9017
C: -0.863 -2.056 0.934  1.1844
P: -2.069 -0.588 1.112  0.0502
O: -1.930 0.443 -0.293  -0.3764
Br: -1.442 0.777 2.854  -0.2579
N: -1.331 -2.994 2.010  -0.2999
C: -0.180 -3.077 2.957  -0.2224
O: -0.510 -3.554 4.092  -0.6160
C: 1.256 -2.598 2.361  0.7156
C: 1.886 -3.992 1.833  -0.4843
C: 2.536 -4.915 2.982  0.0969
N: 1.895 -5.855 3.675  -0.7119
C: 1.908 -1.835 3.624  -0.2965
C: 3.540 -1.771 3.593  -0.2183
O: 4.005 -1.797 4.992  -0.4129
C: 4.144 -3.148 5.463  0.1573
O: 5.278 -3.741 5.469  -0.4834
C: 0.711 -1.712 1.122  1.2859
C: 1.506 -1.690 -0.279  -0.7958
C: 3.090 -1.384 -0.165  0.3204
C: 3.505 -0.252 -1.241  -1.2597
N: 2.879 1.091 -1.035  -0.2445
C: 2.950 1.471 0.408  0.5823
C: 2.818 3.042 0.713  0.0423
C: 2.056 4.097 -0.189  -0.4015
C: 2.003 5.604 0.328  -0.4654
C: 2.710 6.070 1.684  -0.3464
C: 3.482 5.012 2.605  -0.4598
C: 3.500 3.530 2.083  0.2085
O: 4.170 2.546 2.942  -0.5320
H: -1.602 -4.601 -2.134  0.3589
H: -2.676 1.084 -0.169  0.3388
H: -2.204 -2.563 2.371  0.4325
H: 1.042 -4.614 1.333  0.5400
H: 2.698 -3.859 1.012  0.0211
H: 3.664 -4.740 3.212  0.0534
H: 2.604 -6.251 4.324  0.3212
H: 1.557 -0.721 3.663  0.1107
H: 1.629 -2.282 4.651  0.3692
H: 3.913 -0.762 3.158  0.1164
H: 4.018 -2.596 2.942  0.2996
H: 3.185 -3.699 5.793  0.3335
H: 0.738 -0.641 1.541  -0.6229
H: 1.048 -0.830 -0.915  0.2959
H: 1.385 -2.673 -0.889  0.2906
H: 3.634 -2.364 -0.504  0.4232
H: 3.468 -1.191 0.911  -0.2247
H: 4.656 -0.184 -1.354  0.2680
H: 3.120 -0.632 -2.277  0.3956
H: 1.914 1.136 -1.409  0.3402
H: 3.965 1.059 0.814  0.3085
H: 2.099 0.945 1.006  -0.4349
H: 1.544 3.726 -1.152  0.2587
H: 1.433 6.392 -0.278  0.3040
H: 2.650 7.163 2.039  0.2956
H: 3.990 5.310 3.606  0.3299
H: 3.401 2.109 3.408  0.3245
C: 7.136 -8.515 3.501  -0.6628
O: 7.941 -8.384 2.337  -0.3797
C: 7.172 -8.438 1.136  -0.5089
C: 6.927 -7.041 0.568  -0.5646
O: 6.095 -6.268 1.431  -0.2280
C: 6.843 -5.353 2.227  -0.5507
H: 7.729 -8.196 4.362  0.2505
H: 6.234 -7.899 3.452  0.2403
H: 6.858 -9.566 3.638  0.3263
H: 6.227 -8.967 1.301  0.3173
H: 7.756 -9.013 0.409  0.3814
H: 6.396 -7.138 -0.384  0.3404
H: 7.874 -6.525 0.371  0.3677
H: 7.141 -4.494 1.619  0.2899
H: 7.731 -5.819 2.660  0.3961
H: 6.204 -5.005 3.040  0.0079
C: -4.267 0.749 -2.140  -0.7973
O: -4.297 2.140 -1.839  -0.3708
C: -4.085 2.950 -2.995  -0.7585
C: -5.401 3.505 -3.536  -0.3223
O: -6.236 2.463 -4.040  -0.3666
C: -7.257 2.095 -3.120  -0.6867
H: -4.699 0.209 -1.293  0.2132
H: -4.843 0.507 -3.037  0.4248
H: -3.230 0.426 -2.268  0.3497
H: -3.544 2.394 -3.768  0.3762
H: -3.453 3.790 -2.683  0.4118
H: -5.181 4.172 -4.375  0.3335
H: -5.925 4.091 -2.772  0.3622
H: -8.054 2.844 -3.134  0.3083
H: -6.872 1.991 -2.102  0.2794
H: -7.670 1.135 -3.433  0.2347
C: -7.827 5.608 -5.374  -0.5241
O: -7.112 6.670 -4.756  -0.2591
C: -7.348 7.926 -5.393  -0.5788
C: -8.360 8.764 -4.613  -0.4879
O: -9.653 8.164 -4.628  -0.3816
C: -9.939 7.463 -3.423  -0.6903
H: -7.823 4.753 -4.693  -0.1073
H: -8.865 5.877 -5.588  0.4834
H: -7.323 5.317 -6.302  0.3076
H: -7.670 7.784 -6.430  0.3608
H: -6.391 8.459 -5.409  0.3540
H: -8.455 9.740 -5.099  0.3784
H: -8.020 8.934 -3.585  0.3208
H: -10.196 8.176 -2.634  0.3245
H: -9.096 6.847 -3.098  0.2697
H: -10.795 6.811 -3.601  0.2505

(2)
A molecular structure, C33H57FeN4OP2 in a non-equilibrium geometry. Source: OMol25; level of theory: ωB97M-V with the def2-TZVPD basis set.

The expectation value of S² is 6.16. As for the spin multiplicity: 5. The total charge is +1. The LUMO energy (alpha / beta) is -1.808 / -4.131 eV. The HOMO energy (alpha / beta) is -8.999 / -9.403 eV. As for the energy above the lowest of the compared OMol25 structures with the same formula, charge and spin: 1.7108 eV.

Last column: Mulliken spin population.
Element x y z (Å)
C: 0.280 1.740 2.213  -0.0555
C: -0.239 2.661 0.114  0.1540
C: 0.528 3.002 2.751  0.2135
C: -0.194 3.971 0.681  0.2459
C: 0.197 4.133 1.998  -0.0749
H: 0.918 3.061 3.764  0.0044
H: -0.426 4.809 0.026  0.0036
H: 0.251 5.123 2.445  -0.0010
N: -0.233 1.590 0.986  0.0513
P: -0.365 -0.992 2.382  0.0334
P: -0.033 0.994 -2.289  0.0276
C: 0.628 0.472 2.977  -0.0178
H: 1.698 0.240 2.861  0.0002
H: 0.471 0.636 4.050  -0.0131
C: -0.640 -1.620 -0.960  -0.1005
O: -0.418 -2.463 -1.752  -0.0500
C: -0.205 2.435 -1.282  0.3553
H: -0.328 3.354 -1.883  -0.0748
C: 1.506 1.680 -3.335  0.0564
C: -1.428 0.852 -3.616  0.0682
C: 0.685 -2.573 2.684  0.0177
C: -1.770 -0.845 3.654  0.0236
C: 2.224 0.376 -3.668  0.0229
H: 1.665 -0.249 -4.378  0.0029
H: 3.213 0.581 -4.103  0.0012
H: 2.363 -0.209 -2.753  0.0035
C: 1.259 2.497 -4.614  0.0048
H: 0.683 1.979 -5.387  0.0009
H: 0.791 3.468 -4.405  0.0009
H: 2.245 2.717 -5.057  0.0018
C: 2.338 2.576 -2.420  0.0580
H: 3.298 2.797 -2.909  0.0005
H: 1.840 3.529 -2.208  -0.0109
H: 2.540 2.093 -1.457  -0.0357
C: -0.942 -0.021 -4.789  0.0069
H: -0.702 -1.031 -4.427  -0.0022
H: -1.764 -0.111 -5.516  0.0006
H: -0.071 0.368 -5.322  0.0005
C: -2.623 0.122 -3.011  0.0187
H: -2.344 -0.878 -2.659  0.0003
H: -3.046 0.673 -2.171  -0.0064
H: -3.403 0.006 -3.779  -0.0008
C: -1.887 2.249 -4.026  0.0003
H: -1.123 2.826 -4.551  0.0005
H: -2.748 2.153 -4.705  0.0002
H: -2.209 2.823 -3.149  -0.0010
C: -2.793 -1.933 3.318  0.0149
H: -3.668 -1.810 3.975  0.0003
H: -3.134 -1.844 2.278  -0.0102
H: -2.400 -2.947 3.464  0.0005
C: -2.428 0.531 3.476  -0.0011
H: -1.778 1.352 3.805  -0.0008
H: -2.709 0.705 2.433  -0.0008
H: -3.346 0.569 4.080  0.0002
C: -1.320 -0.959 5.131  -0.0022
H: -2.110 -0.515 5.758  0.0002
H: -1.206 -1.999 5.456  0.0008
H: -0.392 -0.419 5.356  0.0003
C: 2.159 -2.167 2.772  0.0060
H: 2.402 -1.681 3.728  -0.0001
H: 2.789 -3.067 2.688  0.0012
H: 2.432 -1.496 1.948  -0.0004
C: 0.485 -3.482 1.458  -0.0063
H: 0.851 -3.014 0.534  0.0047
H: 1.057 -4.410 1.608  0.0013
H: -0.571 -3.757 1.314  -0.0031
C: 0.331 -3.369 3.948  0.0013
H: 0.530 -2.802 4.865  0.0000
H: -0.702 -3.738 3.952  0.0010
H: 0.986 -4.255 3.979  -0.0005
Fe: -0.495 -0.195 0.100  3.0556
N: 1.346 -0.088 -0.071  -0.0121
C: 2.435 0.139 -0.444  -0.0586
C: 3.904 -0.313 -0.558  0.0026
C: 4.759 0.784 -1.175  0.0023
C: 4.495 -0.607 0.819  -0.0006
C: 3.987 -1.581 -1.418  -0.0012
H: 4.468 1.005 -2.207  -0.0004
H: 4.678 1.705 -0.585  0.0002
H: 5.809 0.454 -1.177  -0.0003
H: 4.211 -1.608 1.161  0.0005
H: 5.595 -0.590 0.767  0.0000
H: 4.193 0.155 1.550  0.0015
H: 4.985 -2.035 -1.314  0.0000
H: 3.241 -2.320 -1.093  -0.0007
H: 3.836 -1.365 -2.483  0.0006
C: -3.523 -2.666 -0.234  0.0033
C: -3.770 -1.224 -0.026  0.0055
N: -2.917 -0.209 0.125  0.0289
C: -3.694 0.949 0.234  0.0190
C: -5.015 0.611 0.148  0.0092
N: -5.044 -0.763 -0.012  0.0034
H: -2.649 -3.013 0.331  -0.0017
H: -4.405 -3.229 0.106  0.0006
H: -3.366 -2.885 -1.302  0.0004
H: -3.247 1.931 0.355  0.0011
H: -5.897 1.226 0.196  -0.0006
H: -5.863 -1.355 -0.117  -0.0018

(3)
A molecular structure, C33H58Br12ClF6N4O2P in a non-equilibrium geometry. Source: OMol25; level of theory: ωB97M-V with the def2-TZVPD basis set.

The LUMO energy is 0.073 eV. The HOMO energy is -8.492 eV.

Last column: Mulliken charge in e.
Element x y z (Å)
C: -0.510 2.061 5.343  -0.6634
C: -0.632 1.054 4.512  -0.5617
C: -0.479 -0.163 3.476  0.6680
C: 0.497 0.214 2.184  0.9752
C: 1.847 0.743 2.957  -0.2360
C: 2.460 -0.007 4.055  -0.9586
C: -0.346 1.371 1.448  1.1203
C: 0.379 2.783 1.246  -0.5821
F: 0.265 3.525 2.518  -0.3613
O: 0.663 -1.036 1.533  0.1067
C: 1.211 -1.118 0.226  0.4399
C: 2.010 0.098 -0.407  -0.1043
C: 1.227 0.950 -1.576  -0.1034
N: 1.415 2.276 -1.697  -0.7500
N: 2.200 -2.288 0.323  0.0558
C: 2.960 -2.263 1.610  0.2466
C: 4.251 -3.255 1.386  -1.0807
C: 5.454 -2.540 0.559  -0.0553
C: 6.786 -3.475 0.732  -1.0051
C: 0.023 -1.789 -0.715  -1.5140
O: -0.692 -2.671 0.197  0.3114
C: -2.131 -2.652 0.111  -0.4862
Cl: -2.766 -0.933 0.483  0.0662
N: -2.547 -3.665 1.122  0.1985
C: -3.708 -3.323 1.972  -0.6888
C: -3.326 -2.595 3.395  -0.0032
C: -2.709 -3.211 -1.322  0.6249
F: -2.101 -4.488 -1.685  -0.2653
F: -2.531 -2.234 -2.398  -0.2941
C: -4.300 -3.511 -1.325  0.3984
F: -4.615 -3.805 -2.722  -0.2810
F: -5.127 -2.398 -0.998  -0.1937
F: -4.664 -4.731 -0.634  -0.2367
P: 0.729 -2.991 -2.037  0.4095
N: 1.931 -2.402 -2.920  -0.7891
H: -0.495 2.902 6.126  0.3823
H: -0.117 -1.146 3.986  0.2653
H: -1.524 -0.309 2.988  -0.6013
H: 2.429 1.689 2.655  0.1134
H: 3.582 -0.317 4.029  0.2612
H: 1.842 -0.308 4.975  0.2298
H: -0.624 0.983 0.381  0.0785
H: -1.380 1.596 1.936  -0.5655
H: -0.200 3.417 0.469  0.3428
H: 1.499 2.747 1.006  0.2005
H: 3.013 -0.178 -0.941  0.3597
H: 2.343 0.938 0.333  0.2532
H: 0.513 0.475 -2.338  0.3097
H: 2.088 2.601 -0.979  0.3570
H: 2.905 -2.244 -0.423  0.2064
H: 3.401 -1.213 1.757  -0.0765
H: 2.402 -2.689 2.517  -0.1801
H: 3.937 -4.255 0.883  0.2794
H: 4.674 -3.491 2.435  0.3969
H: 5.625 -1.443 0.850  0.2499
H: 5.194 -2.600 -0.576  0.1537
H: 7.451 -3.141 1.606  0.2595
H: 6.378 -4.532 1.006  0.2765
H: 7.352 -3.616 -0.266  0.3134
H: -0.604 -1.028 -1.287  0.6153
H: -2.541 -4.634 0.757  0.2497
H: -4.600 -2.807 1.444  0.1267
H: -4.155 -4.347 2.322  0.3804
H: -3.618 -1.471 3.327  -0.3628
H: -3.862 -3.085 4.289  0.4204
H: -2.179 -2.629 3.476  -0.1595
H: -0.311 -3.336 -2.999  0.0761
H: 1.145 -4.166 -1.285  0.0302
H: 2.074 -1.425 -2.627  0.1815
Br: -0.875 -6.133 0.828  -0.0505
C: 0.126 -6.643 2.424  -0.6200
C: -0.445 -6.005 3.665  -0.6892
Br: 0.067 -4.129 3.786  -0.0554
H: 1.168 -6.374 2.244  0.3459
H: 0.039 -7.730 2.475  0.3941
H: -0.032 -6.471 4.561  0.4508
H: -1.535 -6.044 3.709  0.3540
Br: -3.116 1.253 3.903  -0.0203
C: -4.879 1.377 3.076  -0.2762
C: -4.991 2.605 2.206  -0.5789
Br: -5.234 4.212 3.282  -0.1837
H: -5.613 1.351 3.883  0.1874
H: -4.976 0.469 2.474  0.1679
H: -5.879 2.550 1.574  0.4310
H: -4.114 2.772 1.578  0.2829
Br: 5.343 -1.576 -4.894  -0.1366
C: 3.607 -1.514 -5.776  -0.3229
C: 3.467 -0.273 -6.622  -0.5998
Br: 3.114 1.297 -5.520  -0.1405
H: 2.849 -1.592 -4.994  0.1185
H: 3.572 -2.410 -6.399  0.3738
H: 2.603 -0.354 -7.286  0.3721
H: 4.355 -0.052 -7.216  0.3903
Br: -8.760 0.828 5.138  -0.1354
C: -7.705 0.872 6.778  -0.5767
C: -7.858 2.192 7.492  -0.5608
Br: -6.813 3.589 6.623  -0.1130
H: -6.675 0.648 6.499  0.3106
H: -8.097 0.056 7.389  0.3574
H: -7.459 2.129 8.507  0.3362
H: -8.889 2.545 7.534  0.3730
Br: 4.223 5.945 -6.087  -0.1323
C: 2.549 5.494 -6.978  -0.3862
C: 2.758 4.432 -8.031  -0.5435
Br: 3.567 5.180 -9.639  -0.1525
H: 2.141 6.423 -7.378  0.1212
H: 1.896 5.125 -6.185  0.3781
H: 1.800 4.023 -8.359  0.3712
H: 3.401 3.616 -7.700  0.2907
Br: 2.525 8.882 -8.865  -0.1026
C: 2.517 9.895 -7.200  -0.5916
C: 1.294 9.580 -6.373  -0.4455
Br: -0.287 10.475 -7.081  -0.1307
H: 2.598 10.949 -7.468  0.4046
H: 3.425 9.587 -6.676  0.3269
H: 1.407 9.965 -5.357  0.3526
H: 1.064 8.515 -6.330  0.2227

Values of E_tot, in order: -5198.30314 -3532.04684 -33950.09856, all in Eh.